# 1
Below is a 3-piece molecular cluster, C4H17N2O2 overall, with properties calculated with wB97M-V/def2-TZVPD.

Summary:
LUMO level (alpha / beta) in eV: 0.538 / 0.379
<S²>: 0.750
E_tot in Eh: -422.43066
Frontier orbital gap (alpha / beta) in eV: 2.956 / 10.734
2S+1: 2
HOMO level (alpha / beta) in eV: -2.419 / -10.355

Atoms and positions in Å:
1 C 0.277 -1.419 1.531
2 N -0.666 -1.179 2.627
3 C 0.321 -0.269 0.498
4 N -1.024 0.421 0.584
5 C 0.922 0.539 -1.748
6 C 0.570 -0.702 -0.947
7 H 0.073 -2.428 1.157
8 H 1.242 -1.749 1.927
9 H -1.225 -2.006 2.787
10 H -0.289 -0.889 3.515
11 H 1.123 0.421 0.726
12 H -0.992 1.420 0.918
13 H -1.547 0.435 -0.308
14 H -1.569 -0.118 1.274
15 H 1.759 1.096 -1.364
16 H 0.108 1.241 -1.943
17 H 1.304 0.365 -2.768
18 H -0.073 -1.407 -1.469
19 H 1.484 -1.316 -0.876
20 H -2.779 -1.091 -2.195
21 H -1.637 -0.169 -2.156
22 O -2.484 -0.310 -1.702
23 H 2.178 3.012 0.552
24 H 1.376 3.474 -0.536
25 O 1.547 2.628 -0.083

---

# 2
Below is C2H9N3 as an isolated structure, with properties calculated with wB97M-V/def2-TZVPD.

Summary:
LUMO level in eV: -8.763
Total charge: +2
E_tot in Eh: -245.14009
Frontier orbital gap in eV: 11.702
HOMO level in eV: -20.465

Atoms and positions in Å:
1 C 0.360 0.806 0.114
2 C -1.101 -0.551 0.346
3 N 1.176 0.734 1.122
4 N 0.584 1.596 -0.876
5 N -0.648 -1.574 -0.617
6 H -1.936 -0.058 0.104
7 H -1.064 -0.575 1.400
8 H 0.795 0.365 1.980
9 H 2.036 1.341 1.206
10 H -0.025 1.514 -1.668
11 H 1.440 2.070 -0.783
12 H 0.262 -1.969 -0.301
13 H -0.630 -1.360 -1.612
14 H -1.248 -2.339 -0.415

---

# 3
Below is one molecule with the formula C4H4O3, with properties calculated with wB97M-V/def2-TZVPD.

Summary:
LUMO level (alpha / beta) in eV: -1.598 / -1.599
E_tot in Eh: -380.37439
Frontier orbital gap (alpha / beta) in eV: 7.378 / 7.376
HOMO level (alpha / beta) in eV: -8.976 / -8.976

Atoms and positions in Å:
1 C 0.031 -0.446 1.339
2 C -0.002 -0.658 -0.048
3 C -1.280 0.437 -0.555
4 C 1.254 0.432 -0.615
5 O -0.019 -1.721 -0.704
6 O -1.400 1.589 -0.370
7 O 1.387 1.584 -0.436
8 H -1.921 -0.244 -1.142
9 H 1.864 -0.251 -1.231
10 H 0.046 -1.284 2.028
11 H 0.042 0.562 1.732